(1)
71
Properties=species:S:1:pos:R:3:lowdin_charge:R:1 method="wB97M-V/def2-TZVPD" homo_ev="-18.60 / -18.58" total_charge=+4 fmax_ev_per_a=0.21 multiplicity=5 homo_lumo_gap_ev="7.8 / 4.5" total_energy_ha=-2163.61795 s2=6.047
Pt -0.23229 0.87887 0.44018 1.54
F 0.30850 0.49392 7.30658 0.14
C -0.10444 -0.47161 6.50326 -0.14
C -0.06967 -0.25953 5.16077 0.12
C -0.48463 -1.25842 4.27125 0.02
C -0.46321 -1.00128 2.81998 -0.26
O -0.08205 0.15355 2.45064 -0.11
C -0.86656 -2.06548 2.00410 0.00
C -1.28678 -3.25305 2.59307 0.10
N -1.31915 -3.49960 3.89568 0.04
C -1.83746 -4.78018 4.38441 -0.23
C -1.46692 -6.03447 3.65939 -0.05
C -0.88345 -5.76308 5.01066 -0.07
C -0.92374 -2.50476 4.78622 -0.08
C -0.96852 -2.72123 6.15021 0.13
C -0.57673 -1.71352 7.07789 -0.05
N -0.65743 -1.90149 8.41527 0.04
C -0.31917 -0.84942 9.41504 -0.06
C -0.61543 -1.28809 10.83919 -0.06
N 0.08454 -2.58312 11.12912 0.10
C -0.31269 -3.66709 10.14250 -0.03
C -1.21123 -3.11624 9.03692 -0.07
C -0.84610 -2.11005 0.49356 -0.53
O -1.13313 -3.12548 -0.07286 0.16
O -0.47315 -1.02695 -0.17977 -0.19
H 0.28079 0.69183 4.78333 0.16
H -1.61251 -4.05352 1.93908 0.17
H -2.84363 -4.68935 4.77477 0.17
H -0.79456 -5.97066 2.81458 0.12
H -2.23899 -6.78365 3.56196 0.13
H 0.16589 -5.49761 5.03874 0.12
H -1.23722 -6.34242 5.85268 0.12
H -1.31262 -3.68342 6.48780 0.11
H -0.90180 0.05024 9.21665 0.16
H 0.73362 -0.58554 9.30396 0.15
H -1.67566 -1.43051 11.03691 0.15
H -0.24648 -0.53024 11.52911 0.16
H -0.11217 -2.88348 12.08938 0.20
H 1.09710 -2.43597 11.09497 0.20
H -0.86070 -4.43811 10.68100 0.16
H 0.60062 -4.10825 9.74975 0.15
H -2.20196 -2.86412 9.42180 0.16
H -1.35147 -3.90860 8.31360 0.13
C -2.87251 1.14675 -1.77237 0.03
C -2.41607 2.34743 -1.02886 -0.33
N -1.44822 2.41473 -0.09603 -0.13
C -1.36811 3.73247 0.35307 -0.09
C -2.28607 4.45370 -0.32071 -0.01
N -2.92292 3.57031 -1.17042 0.16
H -2.20592 0.30218 -1.60671 0.06
H -2.90657 1.35257 -2.84236 0.11
H -3.87727 0.86414 -1.45426 0.11
H -0.66088 4.04919 1.09878 0.12
H -2.53786 5.49912 -0.27827 0.15
H -3.66652 3.81172 -1.81208 0.20
C 4.15958 -0.89689 -0.92598 -0.10
C 2.87635 -0.71812 -1.71438 -0.37
S 2.06147 0.87958 -1.60908 1.05
O 1.76882 1.10822 -0.05836 -0.63
C 3.35226 2.10414 -1.97191 -0.34
C 4.18496 2.54730 -0.78038 -0.10
H 4.47107 -1.93698 -1.01737 0.10
H 4.02011 -0.67424 0.13108 0.08
H 4.96768 -0.28507 -1.32047 0.08
H 2.08636 -1.41561 -1.42712 0.09
H 3.02299 -0.82880 -2.79402 0.12
H 2.81134 2.93678 -2.42037 0.10
H 3.94082 1.62521 -2.75894 0.11
H 3.57528 3.05559 -0.03663 0.08
H 4.92295 3.26001 -1.14816 0.11
H 4.71509 1.72863 -0.30343 0.07



(2)
138
Properties=species:S:1:pos:R:3:lowdin_charge:R:1 method="wB97M-V/def2-TZVPD" homo_ev=-6.89 total_charge=0 fmax_ev_per_a=0.68 multiplicity=1 homo_lumo_gap_ev=6.3 total_energy_ha=-9491.37515
Ti -0.54455 0.58639 0.15867 1.02
O 3.96125 2.04974 0.32529 0.03
C 4.41191 0.99734 -0.39245 -0.29
C 5.64937 1.11461 -1.01637 -0.01
C 6.15529 0.05826 -1.75336 -0.09
C 5.42835 -1.11924 -1.87824 -0.09
C 4.19027 -1.21428 -1.26154 -0.05
C 3.65997 -0.16472 -0.51314 -0.10
C 2.32084 -0.42748 0.16677 -0.38
O 1.44538 0.64017 0.34555 -0.31
N 2.70359 -1.07884 1.43829 0.03
N 1.75457 -1.39441 2.35129 0.02
C 1.93129 -2.52105 2.92053 -0.23
C 1.16356 -3.07375 4.03241 -0.67
Br 0.54457 -1.91133 5.39672 0.75
C 0.96223 -4.38553 4.18984 -0.13
C 1.23579 -5.40552 3.16214 -0.22
C 1.66070 -6.67747 3.55173 -0.04
C 1.91415 -7.65895 2.60815 -0.09
C 1.73409 -7.38970 1.25722 -0.09
C 1.28833 -6.13760 0.85839 -0.07
C 1.03473 -5.15326 1.80161 -0.05
H 3.04633 1.84943 0.59392 0.06
H 6.19578 2.04223 -0.90692 0.12
H 7.12104 0.15608 -2.23240 0.10
H 5.81870 -1.95025 -2.45014 0.10
H 3.60823 -2.12675 -1.35430 0.11
H 1.84595 -1.15605 -0.47296 0.07
H 3.33742 -1.85209 1.23870 0.13
H 2.71059 -3.19557 2.55236 0.13
H 0.54057 -4.73730 5.12455 0.10
H 1.80166 -6.88959 4.60525 0.11
H 2.25252 -8.63648 2.92668 0.10
H 1.93095 -8.15722 0.51998 0.10
H 1.12754 -5.92056 -0.18990 0.11
H 0.65917 -4.18927 1.47841 0.09
C -2.53230 1.68388 3.61840 -0.12
C -1.23662 2.49811 3.67169 -0.51
C -1.51863 3.93597 4.11373 -0.10
P -0.01588 2.26005 2.25536 1.13
C 1.49229 2.59660 3.32466 -0.50
C 2.75320 3.13528 2.66085 -0.10
C 1.86860 1.44565 4.25378 -0.11
C 0.04596 3.67898 1.09573 -0.31
C 0.26411 4.97610 1.56752 -0.06
C 0.26413 6.08869 0.74614 -0.27
C 0.50721 7.47044 1.28714 -0.05
C 0.03130 5.87568 -0.61282 -0.02
C -0.17278 4.61019 -1.11749 -0.01
C -0.15758 3.48167 -0.28365 -0.30
N -0.41935 2.21948 -0.83212 -0.08
C -0.33182 2.02351 -2.26272 -0.20
C 0.92455 2.03719 -2.89432 -0.18
C 2.16964 2.47288 -2.19100 -0.01
C 1.01132 1.72771 -4.24237 -0.01
C -0.10826 1.40869 -4.99854 -0.26
C 0.02338 1.09435 -6.46185 -0.04
C -1.34295 1.47532 -4.37843 -0.01
C -1.48672 1.83568 -3.03942 -0.18
C -2.87591 2.17561 -2.57610 -0.01
H -2.78660 1.36657 4.63314 0.08
H -2.45174 0.79020 3.00286 0.00
H -3.36437 2.27367 3.24041 0.07
H -0.62993 2.04340 4.45929 0.08
H -1.97937 4.52892 3.32338 0.07
H -0.62717 4.46164 4.45766 0.06
H -2.21749 3.90719 4.95266 0.09
H 1.07661 3.40012 3.94129 0.08
H 3.44972 2.32798 2.45308 0.07
H 3.25241 3.80770 3.36235 0.09
H 2.57567 3.69581 1.74478 0.07
H 2.07973 0.54251 3.68838 0.04
H 1.10020 1.21138 4.98602 0.04
H 2.77028 1.72351 4.80471 0.09
H 0.44847 5.12423 2.62470 0.10
H 0.62515 7.45237 2.37031 0.07
H -0.32330 8.13842 1.05188 0.08
H 1.41052 7.90978 0.86011 0.08
H 0.01113 6.72156 -1.29123 0.12
H -0.34615 4.47318 -2.17694 0.12
H 2.03288 2.51538 -1.12089 0.05
H 2.45333 3.47260 -2.53115 0.10
H 2.99647 1.80079 -2.41434 0.09
H 1.99078 1.73572 -4.71102 0.13
H 0.17772 2.00858 -7.03951 0.09
H -0.86859 0.59983 -6.84638 0.08
H 0.88196 0.44716 -6.64190 0.05
H -2.24259 1.30006 -4.95989 0.12
H -3.59021 1.39964 -2.85520 0.09
H -3.18330 3.09840 -3.07617 0.10
H -2.94523 2.32686 -1.50993 0.04
C -3.37756 -1.30006 -1.14349 -0.06
C -3.63504 -0.09436 -0.31099 -0.40
C -4.90285 0.34078 -0.03888 -0.10
C -4.78460 1.61310 0.55723 -0.07
C -3.45087 1.91006 0.59688 -0.41
C -2.98946 3.29944 0.87954 -0.04
N -2.68639 0.84324 0.10089 -0.05
H -4.29665 -1.54004 -1.68219 0.09
H -3.07987 -2.17465 -0.57350 0.02
H -2.60408 -1.12360 -1.88859 0.06
H -5.81055 -0.17470 -0.31663 0.10
H -5.57698 2.28266 0.85587 0.10
H -2.20900 3.38847 1.62077 0.01
H -2.63175 3.80467 -0.01992 0.08
H -3.84783 3.86239 1.24994 0.10
C 0.79662 -2.39096 -7.31637 -0.05
C 0.52583 -2.30659 -5.83968 -0.27
C -0.69685 -2.70814 -5.31491 -0.03
C -0.92345 -2.70673 -3.94589 -0.04
C 0.08586 -2.28921 -3.09508 -0.26
C 1.29896 -1.83540 -3.59685 -0.03
C 1.51013 -1.84905 -4.96286 -0.03
S -0.14705 -2.44464 -1.35550 0.56
O 1.07444 -2.93488 -0.77687 -0.28
O -1.30736 -3.25666 -1.15073 -0.31
O -0.39050 -0.96450 -0.93350 -0.46
H -0.07910 -2.74587 -7.85765 0.08
H 1.61882 -3.08013 -7.51609 0.09
H 1.07866 -1.42114 -7.72837 0.07
H -1.47644 -3.05371 -5.98307 0.11
H -1.86040 -3.05548 -3.53483 0.11
H 2.07660 -1.49265 -2.92636 0.10
H 2.46354 -1.51411 -5.35574 0.12
C -4.74343 -2.26929 2.07920 -0.23
As -2.94295 -2.91213 2.30319 0.73
C -2.90363 -3.53126 4.12595 -0.25
C -2.87539 -4.53508 1.26998 -0.23
S -1.37513 -1.54551 2.08241 0.26
H -5.41741 -2.99230 2.54024 0.04
H -4.96499 -2.16459 1.02268 0.02
H -4.83446 -1.29398 2.55190 0.04
H -3.74833 -4.19394 4.31224 0.04
H -2.94122 -2.66654 4.78541 0.03
H -1.96649 -4.05947 4.28650 0.02
H -3.76195 -5.11711 1.52421 0.04
H -1.97632 -5.08563 1.53992 0.03
H -2.84909 -4.30359 0.21027 0.01



(3)
47
Properties=species:S:1:pos:R:3:lowdin_charge:R:1 method="wB97M-V/def2-TZVPD" homo_ev=-7.26 total_charge=0 fmax_ev_per_a=0.39 multiplicity=1 homo_lumo_gap_ev=6.9 total_energy_ha=-5876.67867
Tl 0.83501 0.20730 1.46145 0.87
C 0.28566 -0.76599 4.04346 -0.25
C -0.29941 0.51948 4.04315 -0.25
C -1.36374 0.51711 3.11914 -0.25
C -1.43297 -0.77189 2.53561 -0.27
C -0.41613 -1.56790 3.11763 -0.26
H 1.07035 -1.10352 4.70599 0.09
H -0.02959 1.33909 4.69401 0.09
H -2.06833 1.32206 2.96405 0.09
H -2.22700 -1.13689 1.89801 0.09
H -0.29622 -2.63250 2.97705 0.09
Se 0.48892 -3.29930 -1.31679 0.66
Se 1.21648 -1.30783 -2.26263 0.63
C -0.42543 -0.29918 -2.19920 -0.66
C -1.12117 -0.16670 -3.33386 -0.13
C -2.41178 0.49340 -3.32866 -0.07
C -2.94748 0.90973 -2.18074 -0.04
C -2.20798 0.80682 -0.90792 -0.22
N -0.87304 0.17082 -0.93505 -0.06
C 1.85357 -3.55035 0.02574 -0.68
C 2.33265 -4.84221 0.22198 -0.11
C 3.30614 -5.03721 1.18548 -0.07
C 3.75852 -3.94727 1.91352 -0.06
C 3.21374 -2.70409 1.64117 -0.14
N 2.27898 -2.50754 0.71222 -0.01
H -0.75141 -0.61283 -4.24721 0.10
H -2.96295 0.56803 -4.25827 0.11
H -3.95722 1.29886 -2.13714 0.12
H -2.80572 0.56966 -0.03123 0.14
H 1.94785 -5.65827 -0.37507 0.10
H 3.71609 -6.02395 1.35738 0.11
H 4.52198 -4.05495 2.67205 0.10
H 3.51766 -1.82092 2.19329 0.10
C 0.21905 3.58563 -0.21795 -0.06
C -0.56087 2.83035 -1.30422 -0.56
C -1.74987 3.69608 -1.72440 -0.04
C 0.38330 2.60256 -2.48387 -0.03
N -1.04447 1.60028 -0.59486 0.01
H 0.52441 4.56812 -0.58488 0.08
H 1.11305 3.02779 0.06174 0.05
H -0.40098 3.70829 0.67073 0.09
H -1.39971 4.70694 -1.93781 0.09
H -2.47955 3.75891 -0.91231 0.10
H -2.24236 3.31111 -2.61343 0.07
H 0.84768 3.55676 -2.73875 0.09
H -0.13320 2.23562 -3.36703 0.07
H 1.17747 1.90049 -2.22157 0.08